A | Entry from the OMol25 dataset: 2 unconnected molecules or ions with the total composition C9H14 (the ωB97M-V functional and the def2-TZVPD basis).

Results
SMILES   Cc1ccccc1.CC
Molecular weight   122.2 g mol⁻¹
HOMO   -9.05 eV

```
! RIJCOSX wB97M-V def2-TZVPD def2/J DEFGRID3
* xyz 0 1
C 2.570 0.553 1.297
C 1.722 0.304 0.083
C 0.640 1.132 -0.180
C -0.239 0.812 -1.205
C -0.020 -0.320 -1.980
C 1.118 -1.081 -1.785
C 1.991 -0.784 -0.739
H 2.216 1.422 1.857
H 3.630 0.712 1.102
H 2.491 -0.308 1.966
H 0.492 2.021 0.424
H -1.009 1.517 -1.494
H -0.752 -0.632 -2.714
H 1.326 -1.887 -2.483
H 2.957 -1.257 -0.633
C -3.541 0.126 2.192
C -2.870 -0.663 1.052
H -2.854 0.888 2.568
H -4.437 0.650 1.871
H -3.778 -0.533 3.033
H -3.605 -0.969 0.311
H -2.086 -0.097 0.552
H -2.430 -1.589 1.437
*
```

***

B | Entry from the OMol25 dataset: 2 unconnected molecules or ions with the total composition C9H14 (the ωB97M-V functional and the def2-TZVPD basis).

Results
SMILES   Cc1ccccc1.CC
Molecular weight   122.2 g mol⁻¹
HOMO   -9.03 eV

```
! RIJCOSX wB97M-V def2-TZVPD def2/J DEFGRID3
* xyz 0 1
C -0.917 2.132 -2.871
C -0.451 0.956 -2.051
C -1.019 0.628 -0.815
C -0.583 -0.551 -0.218
C 0.494 -1.246 -0.729
C 1.084 -0.923 -1.982
C 0.599 0.249 -2.582
H -0.929 1.847 -3.953
H -0.269 2.976 -2.629
H -1.964 2.406 -3.009
H -1.826 1.240 -0.436
H -0.962 -0.888 0.732
H 0.871 -2.134 -0.235
H 1.927 -1.526 -2.280
H 1.220 0.530 -3.435
C -0.189 -0.154 3.430
C 0.872 -1.269 3.261
H -0.035 0.316 4.399
H 0.144 0.580 2.672
H -1.188 -0.497 3.170
H 0.852 -1.604 2.218
H 0.431 -2.155 3.732
H 1.837 -0.912 3.608
*
```

***

C | Entry from the OMol25 dataset: 2 unconnected molecules or ions with the total composition C9H14 (the ωB97M-V functional and the def2-TZVPD basis).

Results
SMILES   Cc1ccccc1.CC
Molecular weight   122.2 g mol⁻¹
HOMO   -8.95 eV

```
! RIJCOSX wB97M-V def2-TZVPD def2/J DEFGRID3
* xyz 0 1
C -3.048 -2.626 1.392
C -1.918 -1.788 0.709
C -0.546 -2.123 0.795
C 0.353 -1.112 0.532
C -0.029 0.152 0.121
C -1.384 0.447 -0.145
C -2.271 -0.569 0.154
H -2.911 -3.677 1.282
H -4.092 -2.351 1.116
H -3.094 -2.529 2.504
H -0.079 -3.164 1.135
H 1.423 -1.412 0.326
H 0.703 0.856 -0.004
H -1.719 1.428 -0.441
H -3.269 -0.322 0.001
C 2.523 2.702 -1.820
C 2.967 2.018 -0.566
H 2.470 3.851 -1.724
H 3.167 2.504 -2.736
H 1.536 2.558 -2.109
H 2.808 0.880 -0.637
H 2.362 2.160 0.337
H 4.049 2.116 -0.222
*
```

***

D | Entry from the OMol25 dataset: 2 unconnected molecules or ions with the total composition C9H14 (the ωB97M-V functional and the def2-TZVPD basis).

Results
SMILES   Cc1ccccc1.CC
Molecular weight   122.2 g mol⁻¹
HOMO   -8.98 eV

```
! RIJCOSX wB97M-V def2-TZVPD def2/J DEFGRID3
* xyz 0 1
C -2.034 0.014 1.842
C -1.515 0.558 0.534
C -0.256 1.197 0.498
C 0.091 1.804 -0.693
C -0.682 1.732 -1.856
C -1.851 1.011 -1.827
C -2.173 0.343 -0.650
H -1.236 -0.528 2.343
H -2.964 -0.540 1.772
H -2.176 0.868 2.514
H 0.510 1.096 1.245
H 0.981 2.426 -0.678
H -0.242 2.285 -2.659
H -2.490 0.951 -2.695
H -3.094 -0.225 -0.688
C 2.041 -1.598 -0.585
C 2.662 -1.683 0.802
H 2.427 -2.357 -1.234
H 0.969 -1.603 -0.527
H 2.275 -0.618 -1.008
H 2.779 -2.711 1.168
H 2.265 -1.074 1.618
H 3.711 -1.348 0.763
*
```

***

Tell me which of them is the most stable. Sure, it is A.

***

A | Entry from the OMol25 dataset: a molecular structure, C2H6O (the ωB97M-V functional and the def2-TZVPD basis).

Results
Molecular weight   46.1 g mol⁻¹
HOMO   -7.92 eV

```
! RIJCOSX wB97M-V def2-TZVPD def2/J DEFGRID3
* xyz 0 1
C -0.311 -0.481 0.787
O -1.131 1.392 -0.818
C 1.005 -0.410 0.143
H -0.555 -1.355 1.430
H -0.813 0.478 1.046
H -1.105 1.379 -1.774
H 1.611 0.514 0.097
H -0.222 -0.276 -0.546
H 1.521 -1.242 -0.364
*
```

***

B | Entry from the OMol25 dataset: 2 unconnected molecules or ions with the total composition C2H6O (the ωB97M-V functional and the def2-TZVPD basis).

Results
SMILES   C=C.O
Molecular weight   46.1 g mol⁻¹
HOMO   -10.06 eV

```
! RIJCOSX wB97M-V def2-TZVPD def2/J DEFGRID3
* xyz 0 1
C -0.714 -1.503 -0.074
C 0.532 -1.746 0.328
H -1.230 -0.842 0.632
H -1.270 -1.836 -0.958
H 0.975 -1.393 1.266
H 1.123 -2.434 -0.287
O 0.157 2.972 -0.588
H -0.296 3.006 0.285
H 0.723 3.776 -0.605
*
```

***

Tell me which of them is the most stable. Sure, it is B.

***

A | Entry from the OMol25 dataset: a single C2H6O molecule (the ωB97M-V functional and the def2-TZVPD basis).

Results
SMILES   CCO
Molecular weight   46.1 g mol⁻¹
HOMO   -10.41 eV

```
! RIJCOSX wB97M-V def2-TZVPD def2/J DEFGRID3
* xyz 0 1
C 0.488 -0.283 -0.824
C -0.114 0.150 0.523
O -1.751 0.159 0.418
H 0.186 0.281 -1.722
H 1.580 -0.011 -0.743
H 0.516 -1.377 -0.963
H 0.153 1.157 0.702
H 0.227 -0.410 1.452
H -1.884 -0.724 -0.022
*
```

***

B | Entry from the OMol25 dataset: 2 unconnected molecules or ions with the total composition C2H6O (the ωB97M-V functional and the def2-TZVPD basis).

Results
SMILES   C=C.O
Molecular weight   46.1 g mol⁻¹
HOMO   -10.19 eV

```
! RIJCOSX wB97M-V def2-TZVPD def2/J DEFGRID3
* xyz 0 1
C -1.244 0.079 0.043
C -0.527 -0.445 -0.959
H -1.045 0.234 1.074
H -2.224 0.534 -0.307
H 0.334 -0.993 -0.679
H -0.914 -0.559 -1.930
O 1.835 0.620 0.692
H 2.637 0.539 1.126
H 1.149 -0.009 0.941
*
```

***

Tell me which of them is the most stable. Sure, it is A.

***

A | Entry from the OMol25 dataset: 6 unconnected molecules or ions with the total composition C8H28O6 (the ωB97M-V functional and the def2-TZVPD basis).

Results
SMILES   CCO.CCO.CO.CO.CO.CO
Molecular weight   220.3 g mol⁻¹
HOMO   -9.78 eV

```
! RIJCOSX wB97M-V def2-TZVPD def2/J DEFGRID3
* xyz 0 1
C -1.891 4.556 0.961
C -1.571 3.607 -0.196
O -0.161 3.489 -0.431
H -1.733 5.596 0.677
H -1.239 4.313 1.799
H -2.920 4.371 1.270
H -2.119 3.802 -1.126
H -1.955 2.615 0.071
H 0.087 4.383 -0.704
C -2.748 -2.992 0.357
C -3.522 -4.083 1.101
O -3.785 -3.740 2.462
H -3.190 -1.994 0.357
H -2.669 -3.341 -0.677
H -1.749 -2.818 0.764
H -2.892 -4.983 1.087
H -4.441 -4.365 0.592
H -2.941 -3.783 2.919
C 2.445 1.201 3.352
O 2.008 2.486 2.968
H 1.593 0.605 3.693
H 2.855 0.619 2.517
H 3.236 1.257 4.094
H 1.561 2.410 2.119
C 0.475 -2.257 -2.753
O 1.408 -2.116 -3.825
H -0.392 -1.624 -2.957
H 0.132 -3.290 -2.693
H 0.991 -1.908 -1.859
H 2.238 -1.757 -3.484
C -0.256 -0.019 0.036
O 0.851 0.864 0.281
H -0.573 -0.058 -1.007
H 0.155 -1.012 0.234
H -1.007 0.242 0.785
H 0.642 1.750 -0.048
C 3.634 -0.157 -1.905
O 3.904 -0.993 -3.028
H 3.750 -0.673 -0.945
H 4.324 0.692 -1.875
H 2.613 0.216 -1.938
H 4.857 -1.112 -3.048
*
```

***

B | Entry from the OMol25 dataset: 6 unconnected molecules or ions with the total composition C8H28O6 (the ωB97M-V functional and the def2-TZVPD basis).

Results
SMILES   CC(C)O.CO.CO.CO.CO.CO
Molecular weight   220.3 g mol⁻¹
HOMO   -9.44 eV

```
! RIJCOSX wB97M-V def2-TZVPD def2/J DEFGRID3
* xyz 0 1
C -1.637 -0.732 1.031
C -1.636 -0.986 2.530
C -1.438 0.353 3.301
O -2.938 -1.552 2.924
H -0.719 -0.235 0.695
H -2.489 -0.088 0.889
H -1.869 -1.681 0.420
H -0.877 -1.686 2.867
H -0.402 0.768 3.109
H -1.375 0.088 4.352
H -2.134 1.144 3.135
H -3.515 -1.391 2.147
C 2.889 1.134 3.691
O 2.510 1.326 2.339
H 3.152 2.113 4.076
H 2.057 0.671 4.210
H 3.702 0.396 3.820
H 3.103 1.862 1.805
C -1.652 2.775 -3.408
O -1.025 1.552 -3.669
H -1.658 2.854 -2.322
H -1.099 3.680 -3.751
H -2.703 2.758 -3.724
H -0.348 1.325 -2.987
C -2.133 -1.746 -3.257
O -2.709 -0.783 -4.080
H -2.637 -2.693 -3.533
H -1.114 -1.958 -3.548
H -2.422 -1.518 -2.251
H -2.169 0.023 -4.137
C 2.122 -1.949 0.963
O 1.558 -0.673 0.626
H 2.304 -1.951 2.005
H 1.429 -2.694 0.743
H 3.039 -2.120 0.402
H 1.709 -0.072 1.376
C 2.428 0.289 -2.387
O 1.113 0.561 -1.883
H 2.338 0.066 -3.403
H 3.131 1.140 -2.206
H 2.919 -0.634 -1.985
H 1.194 0.261 -0.928
*
```

***

Tell me which of them is the most stable. Sure, it is A.

***

A | Entry from the OMol25 dataset: a single C10H19N3O4 molecule (the ωB97M-V functional and the def2-TZVPD basis).

Results
SMILES   CC(C)[C@H](NC(=O)[C@@H](N)CCC(N)=O)C(=O)O
Molecular weight   245.3 g mol⁻¹
HOMO   -8.78 eV

```
! RIJCOSX wB97M-V def2-TZVPD def2/J DEFGRID3
* xyz 0 1
C 2.661 1.516 1.782
C 2.718 1.533 0.198
C 1.888 2.819 -0.236
C 2.326 0.297 -0.640
N 0.902 0.133 -0.523
C 0.295 -0.933 0.005
O 0.708 -1.625 0.979
C -1.134 -1.055 -0.325
N -1.790 -1.560 0.884
C -1.758 0.239 -0.931
C -3.287 0.229 -1.279
C -4.302 0.266 -0.088
N -4.903 1.503 0.426
O -4.554 -0.785 0.544
C 3.304 -0.871 -0.426
O 4.469 -0.610 -0.681
O 2.878 -1.981 -0.052
H 2.949 2.594 2.049
H 3.281 0.706 2.224
H 1.718 1.192 2.188
H 3.774 1.725 -0.049
H 1.566 2.792 -1.248
H 2.375 3.729 0.149
H 0.828 2.876 0.256
H 2.537 0.500 -1.700
H 0.323 0.767 -1.148
H -1.392 -1.761 -1.053
H -1.189 -1.434 1.615
H -2.726 -1.838 0.679
H -1.382 0.224 -1.997
H -1.621 1.139 -0.359
H -3.414 1.055 -2.018
H -3.535 -0.643 -1.927
H -4.395 2.355 0.353
H -5.443 1.332 1.337
H 2.023 -2.059 0.448
*
```

***

B | Entry from the OMol25 dataset: a single C10H19N3O4 molecule (the ωB97M-V functional and the def2-TZVPD basis).

Results
SMILES   CC[C@H](C)[C@H](NC(=O)[C@@H](N)CC(N)=O)C(=O)O
Molecular weight   245.3 g mol⁻¹
HOMO   -9.05 eV

```
! RIJCOSX wB97M-V def2-TZVPD def2/J DEFGRID3
* xyz 0 1
C 4.115 0.604 -0.639
C 2.581 0.275 -0.842
C 1.874 -0.453 0.330
C 2.146 -1.891 0.162
C 0.316 -0.150 0.290
N 0.110 1.191 0.799
C -1.030 1.830 0.861
O -1.200 2.821 1.562
C -2.234 1.571 -0.052
N -1.885 1.394 -1.478
C -3.191 0.404 0.193
C -3.090 -1.019 -0.440
N -2.193 -1.272 -1.404
O -3.864 -1.818 0.146
C -0.270 -1.097 1.504
O -0.782 -2.188 1.211
O -0.207 -0.393 2.648
H 4.563 1.082 -1.449
H 4.473 -0.333 -0.418
H 4.440 1.429 0.093
H 2.312 -0.227 -1.841
H 2.095 1.244 -0.831
H 2.188 -0.055 1.284
H 3.293 -2.121 0.352
H 1.656 -2.626 0.811
H 1.928 -2.313 -0.862
H -0.278 -0.390 -0.627
H 0.739 1.276 1.586
H -2.860 2.398 0.430
H -0.985 1.700 -1.804
H -2.615 1.886 -1.990
H -4.205 0.540 -0.293
H -3.563 0.325 1.250
H -2.022 -2.127 -1.934
H -1.923 -0.466 -1.960
H -0.433 -1.032 3.351
*
```

***

Tell me which of them is the most stable. Sure, it is A.